(1)
Molecular formula: C29H92O37P8
Method: DFT, the ωB97M-V functional and the def2-TZVPD basis

Calculated values
**Energy above the lowest of the compared OMol25 structures with the same formula, charge and spin**: 31.49 kcal/mol
**Spin multiplicity**: 1

Geometry (Å):
C 11.0920 -0.8106 -5.3255
O 9.8226 -0.9381 -5.9250
P 9.0426 0.2428 -6.7214
O 7.6920 -0.1235 -7.1690
O 9.1287 1.4614 -5.5903
C 8.4043 1.3336 -4.3433
O 10.1090 0.5510 -7.9135
C 10.0446 1.7921 -8.5271
H 11.4958 0.1435 -5.6641
H 11.8087 -1.5789 -5.6153
H 10.9340 -0.7279 -4.2502
H 9.0173 1.5133 -3.4600
H 7.8570 0.3910 -4.3379
H 7.6541 2.1234 -4.3821
H 9.3283 2.4570 -8.0445
H 9.7896 1.5748 -9.5643
H 11.0385 2.2376 -8.5687
C 7.8465 4.0464 -14.3709
O 7.9980 4.8545 -13.2736
P 7.5741 4.3091 -11.8046
O 8.1700 3.0099 -11.3574
O 5.9247 4.2690 -11.7859
C 5.1678 5.4036 -12.1708
O 7.8832 5.5686 -10.8968
C 8.1871 5.3371 -9.4804
H 7.8676 2.9811 -14.1412
H 8.7142 4.1918 -15.0144
H 6.9507 4.1771 -14.9780
H 5.7041 6.0518 -12.8640
H 4.8950 5.9963 -11.2977
H 4.2432 5.0937 -12.6579
H 9.1709 5.7135 -9.2001
H 8.0726 4.2679 -9.3026
H 7.4264 5.7714 -8.8317
C 11.5831 -2.7704 -1.3768
O 10.9495 -1.9284 -0.4109
P 9.6818 -0.9554 -0.8139
O 9.0480 -0.2594 0.2998
O 8.7377 -1.8720 -1.7247
C 7.5392 -1.3962 -2.1980
O 10.4197 0.0921 -1.8392
C 11.3102 1.0455 -1.3059
H 11.0802 -2.7848 -2.3437
H 11.5312 -3.8041 -1.0350
H 12.6141 -2.4309 -1.4767
H 6.8084 -2.0609 -1.7373
H 7.5009 -1.3960 -3.2873
H 7.3447 -0.3654 -1.9018
H 11.2261 1.1810 -0.2276
H 11.1773 2.0140 -1.7880
H 12.3239 0.7746 -1.6010
C 11.7340 -1.0700 -16.7087
O 11.3051 -0.7898 -15.4252
P 11.3086 0.6632 -14.6997
O 10.0218 1.4369 -14.7107
O 11.8808 0.3099 -13.1829
C 11.7177 1.2579 -12.1126
O 12.5863 1.5304 -15.4001
C 12.7676 2.9142 -14.9756
H 11.8364 -0.1399 -17.2677
H 11.0127 -1.6273 -17.3065
H 12.6339 -1.6826 -16.6539
H 11.3950 0.7984 -11.1783
H 10.8061 1.8288 -12.2895
H 12.5936 1.8924 -11.9771
H 13.5804 2.9137 -14.2492
H 11.8834 3.3205 -14.4843
H 13.0960 3.5269 -15.8151
C 10.7552 4.8063 -3.6584
O 11.2656 5.4609 -2.6003
P 11.2412 7.0826 -2.4891
O 11.7150 7.6937 -3.7581
O 9.6945 7.3465 -2.0662
C 8.6079 7.2530 -2.9383
O 12.1014 7.3403 -1.1497
C 12.1962 8.7045 -0.7420
H 9.9846 4.0914 -3.3700
H 11.4748 4.2753 -4.2816
H 10.3609 5.4776 -4.4213
H 8.0103 8.1592 -3.0369
H 7.8223 6.5558 -2.6470
H 8.8840 7.0084 -3.9639
H 11.9429 8.7848 0.3151
H 11.5980 9.4675 -1.2401
H 13.2542 8.9493 -0.8353
C 8.1535 2.7619 -0.7866
O 7.7225 2.7394 0.5632
P 6.8218 4.0649 1.1089
O 5.6215 4.3677 0.2950
O 6.6330 3.7364 2.7029
C 7.6775 3.6811 3.6091
O 7.9645 5.2308 1.1371
C 7.6650 6.6103 1.0584
H 9.2145 3.0094 -0.7522
H 7.5412 3.4121 -1.4115
H 7.9256 1.7839 -1.2103
H 8.1750 4.6506 3.5830
H 8.4204 2.8923 3.4905
H 7.2880 3.4800 4.6070
H 8.0409 7.0786 0.1488
H 8.0778 7.1389 1.9177
H 6.5877 6.7407 1.1610
C 5.9884 -2.8292 -8.1842
O 4.8299 -3.5291 -8.6134
P 3.4229 -3.4660 -7.7893
O 2.3726 -4.3849 -8.2784
O 3.8602 -3.6299 -6.2651
C 2.9568 -4.0843 -5.2482
O 3.0935 -1.9088 -7.9072
C 1.9246 -1.3749 -7.3238
H 6.7487 -3.6076 -8.1204
H 5.8521 -2.3072 -7.2371
H 6.4359 -2.1476 -8.9076
H 2.2822 -3.2947 -4.9174
H 3.5326 -4.2833 -4.3444
H 2.4387 -4.9936 -5.5529
H 1.2348 -2.1411 -6.9701
H 1.3137 -0.8368 -8.0486
H 2.1569 -0.6673 -6.5279
C 7.7062 -0.1362 -11.4858
O 7.6050 -1.5464 -11.4864
P 8.8308 -2.4508 -10.9260
O 8.5508 -3.9121 -11.0608
O 10.1073 -1.8917 -11.7315
C 10.6720 -2.6092 -12.8412
O 9.0577 -1.9150 -9.3934
C 9.5320 -2.8594 -8.5110
H 8.3713 0.2994 -10.7400
H 6.7493 0.3259 -11.2431
H 7.9191 0.3121 -12.4563
H 10.1017 -2.3478 -13.7326
H 10.4908 -3.6632 -12.6307
H 11.7421 -2.4030 -12.8633
H 8.7742 -3.1440 -7.7811
H 10.3080 -2.3986 -7.8998
H 9.9006 -3.7813 -8.9609
C 7.0428 4.2449 -5.9440
O 7.1682 5.6367 -6.2568
H 6.7560 4.1299 -4.8987
H 6.2110 3.8408 -6.5210
H 7.8937 3.6129 -6.1983
H 6.4555 6.1231 -5.8362
C 13.8911 1.0746 -4.4589
O 13.0428 2.1669 -4.1792
H 13.7368 0.2687 -3.7414
H 13.6972 0.6438 -5.4412
H 14.9544 1.3011 -4.3805
H 13.1755 2.8704 -4.8188
C 3.7942 0.2765 -4.0438
O 4.9407 1.1324 -4.1549
H 3.6954 -0.1603 -3.0500
H 2.9544 0.9433 -4.2396
H 3.8670 -0.5832 -4.7099
H 5.0615 1.2911 -5.0939
C 5.2112 1.8608 -8.3168
O 5.5488 1.4495 -6.9925
H 4.3363 2.5036 -8.2198
H 6.0576 2.4149 -8.7227
H 5.0075 0.9718 -8.9138
H 6.3117 0.8712 -7.0636
C 14.3440 -2.8968 -4.7807
O 14.9873 -1.6244 -4.9164
H 14.8698 -3.6458 -4.1886
H 13.3765 -2.6938 -4.3214
H 14.1832 -3.3648 -5.7518
H 15.5639 -1.6436 -5.6838

(2)
Molecular formula: C2AgF3NO5S2
Method: DFT, the ωB97M-V functional and the def2-TZVPD basis

Calculated values
**E**: -47608.957 eV
**Net charge**: +1
**Spin multiplicity**: 3

Geometry (Å):
N -0.4687 0.0915 1.5212
S -1.6048 -0.7329 0.8629
O -1.9519 -1.8896 1.6861
S 0.0526 1.4167 0.5400
O 1.5324 1.2968 0.4564
C -0.2272 2.6684 1.9203
F -1.5065 2.7043 2.2469
F 0.5013 2.3827 2.9793
F 0.1398 3.8475 1.4422
O 2.1597 -2.6651 -1.7483
C 1.0420 -2.4550 -2.3073
O 0.3721 -1.5216 -1.7926
O 0.7566 -2.9416 -3.4454
Ag -0.7973 -2.2021 -4.3617

(3)
Molecular formula: C2Br2Cl2O
Method: DFT, the ωB97M-V functional and the def2-TZVPD basis

Calculated values
**Energy above the lowest of the compared OMol25 structures with the same formula, charge and spin**: 33.36 kcal/mol
**Spin multiplicity**: 1

Geometry (Å):
C 0.8065 -0.4228 0.6384
C 0.1068 1.1761 -0.2709
O 1.7881 -0.4513 1.2694
Cl -0.4994 -1.4392 0.5391
Cl -0.9545 0.5710 -1.4520
Br -0.7271 1.9334 1.3609
Br 1.6265 2.2273 -0.8271

(4)
Molecular formula: C2Br2F4O2S
Method: DFT, the ωB97M-V functional and the def2-TZVPD basis

Calculated values
**Energy above the lowest of the compared OMol25 structures with the same formula, charge and spin**: 12.54 kcal/mol
**Spin multiplicity**: 1

Geometry (Å):
C 1.0422 0.9964 -0.6163
C 0.5530 -0.3873 0.0036
O -2.4364 -0.3306 -0.5190
O -0.4040 -0.2953 0.9377
F 2.3103 1.0140 -0.7400
F 0.4827 1.1601 -1.8431
F 0.3064 -1.1401 -1.0619
F -2.2513 -1.8957 1.4850
S -2.0422 -0.3179 0.8606
Br 0.3789 2.3723 0.5417
Br 2.0604 -1.1758 0.9516

(5)
Molecular formula: C2Br2F4S
Method: DFT, the ωB97M-V functional and the def2-TZVPD basis

Calculated values
**Energy above the lowest of the compared OMol25 structures with the same formula, charge and spin**: 0.00 kcal/mol
**Spin multiplicity**: 1

Geometry (Å):
C -0.6841 -1.7704 0.2985
C 0.5554 1.5377 -0.1530
F -1.6636 -0.9138 0.4785
F -0.3566 -2.3674 1.4144
F -0.4497 1.5510 -1.0279
F 0.0544 1.9568 1.0102
S 1.4152 -0.0191 -0.0562
Br -0.7932 -2.8267 -1.2181
Br 1.9221 2.8520 -0.7462

(6)
Molecular formula: C2Br2N2O2
Method: DFT, the ωB97M-V functional and the def2-TZVPD basis

Calculated values
**Energy above the lowest of the compared OMol25 structures with the same formula, charge and spin**: 39.10 kcal/mol
**SMILES**: O=NC#CN=O.BrBr
**Spin multiplicity**: 1

Geometry (Å):
C -1.3725 1.2599 0.5843
C -0.9811 -0.0087 0.5336
N -1.8725 2.3004 0.7626
N -0.4047 -1.0042 0.3281
O 0.0943 -2.0705 0.2205
O -2.2588 3.4105 0.8756
Br 4.3734 -1.8889 -1.0664
Br 2.4219 -1.9985 -2.2384

(7)
Molecular formula: C2Br3ClF2
Method: DFT, the ωB97M-V functional and the def2-TZVPD basis

Calculated values
**Energy above the lowest of the compared OMol25 structures with the same formula, charge and spin**: 48.91 kcal/mol
**Spin multiplicity**: 1

Geometry (Å):
C -0.6118 -0.0898 -0.2466
C 0.7183 0.0747 0.5153
F -0.6466 -1.4057 -0.6150
F -0.7833 0.5353 -1.3625
Cl 0.6167 -0.8790 1.8820
Br -2.1446 0.3079 0.6949
Br 2.2882 0.0988 -0.4553
Br 1.0172 2.6400 1.8443

(8)
Molecular formula: C2Br3N3O3S
Method: DFT, the ωB97M-V functional and the def2-TZVPD basis

Calculated values
**E**: -233644.629 eV
**Spin multiplicity**: 1

Geometry (Å):
C 0.1944 0.5934 0.7866
C -0.6970 -1.3012 -1.1642
N 0.1879 -0.0874 1.8993
N 0.5592 0.7396 2.8535
N 0.8522 1.8782 2.4170
O -0.4481 1.2906 -1.6874
O 1.6275 -0.0772 -1.1722
O 0.6586 1.8145 0.9411
S 0.2514 0.2557 -1.0040
Br -1.0704 -1.4995 -3.0519
Br -2.3800 -0.8156 -0.2718
Br 0.2642 -2.7913 -0.5460

Which of these has the highest spin multiplicity? C2AgF3NO5S2

Repeat the seventh record exactly.
Molecular formula: C2Br3ClF2
Method: DFT, the ωB97M-V functional and the def2-TZVPD basis

Calculated values
**Energy above the lowest of the compared OMol25 structures with the same formula, charge and spin**: 48.91 kcal/mol
**Spin multiplicity**: 1

Geometry (Å):
C -0.6118 -0.0898 -0.2466
C 0.7183 0.0747 0.5153
F -0.6466 -1.4057 -0.6150
F -0.7833 0.5353 -1.3625
Cl 0.6167 -0.8790 1.8820
Br -2.1446 0.3079 0.6949
Br 2.2882 0.0988 -0.4553
Br 1.0172 2.6400 1.8443

Copy entry 2 word for word.
Molecular formula: C2AgF3NO5S2
Method: DFT, the ωB97M-V functional and the def2-TZVPD basis

Calculated values
**E**: -47608.957 eV
**Net charge**: +1
**Spin multiplicity**: 3

Geometry (Å):
N -0.4687 0.0915 1.5212
S -1.6048 -0.7329 0.8629
O -1.9519 -1.8896 1.6861
S 0.0526 1.4167 0.5400
O 1.5324 1.2968 0.4564
C -0.2272 2.6684 1.9203
F -1.5065 2.7043 2.2469
F 0.5013 2.3827 2.9793
F 0.1398 3.8475 1.4422
O 2.1597 -2.6651 -1.7483
C 1.0420 -2.4550 -2.3073
O 0.3721 -1.5216 -1.7926
O 0.7566 -2.9416 -3.4454
Ag -0.7973 -2.2021 -4.3617